No. 1
{"formula": "C5H10O2", "method": "ωB97M-V with the def2-TZVPD basis set", "orbital_gap_ev": 10.66, "e_lumo_ev": 1.0, "e_homo_ev": -9.67, "smiles": "OC[C@H]1CCCO1", "symbols": ["O", "C", "C", "C", "C", "C", "O", "H", "H", "H", "H", "H", "H", "H", "H", "H", "H"], "coordinates": [[-1.0551, 2.0735, 1.7127], [0.0713, 1.6529, 0.9824], [-0.3172, 0.6801, -0.1193], [0.8637, 0.0671, -0.8730], [0.3812, -1.3623, -1.1415], [-0.4536, -1.6541, 0.1026], [-1.0192, -0.4072, 0.4945], [-1.5143, 1.2607, 1.9691], [0.8136, 1.1627, 1.6354], [0.5340, 2.5492, 0.5550], [-1.0139, 1.1795, -0.8075], [1.7593, 0.0585, -0.2377], [1.1027, 0.6184, -1.7871], [1.1972, -2.0762, -1.2798], [-0.2478, -1.3874, -2.0376], [0.1689, -2.0574, 0.9159], [-1.2708, -2.3582, -0.0840]], "atomic_forces_ev_per_a": [[-0.17, -0.16, 0.15], [0.31, -0.06, -0.22], [0.09, 0.22, -0.05], [0.06, 0.00, -0.01], [0.00, 0.01, -0.06], [0.07, -0.21, -0.03], [-0.05, -0.07, 0.02], [-0.02, 0.17, 0.00], [-0.12, 0.07, -0.07], [-0.05, -0.12, 0.03], [0.08, -0.05, 0.08], [-0.14, -0.01, -0.06], [-0.04, -0.08, 0.15], [-0.10, 0.09, 0.03], [0.05, 0.01, 0.12], [-0.08, 0.10, -0.12], [0.11, 0.09, 0.04]]}

No. 2
{"formula": "C29H21F5N3NiO2Se", "method": "ωB97M-V with the def2-TZVPD basis set", "spin_multiplicity": 3, "orbital_gap_ev": [7.63, 7.51], "total_charge": -1, "s_squared": 2.0078, "e_lumo_ev": [2.6, 2.4], "e_homo_ev": [-5.07, -5.16], "symbols": ["Ni", "C", "C", "C", "C", "C", "C", "C", "C", "N", "C", "O", "C", "C", "C", "C", "C", "N", "C", "O", "N", "C", "C", "C", "C", "C", "C", "C", "C", "H", "H", "H", "H", "H", "H", "H", "H", "H", "H", "H", "H", "H", "H", "H", "H", "H", "H", "H", "H", "H", "F", "C", "C", "F", "C", "F", "C", "Se", "C", "F", "C", "F"], "coordinates": [[0.1404, -0.5332, -0.2268], [0.6186, 1.5498, 1.2948], [2.1146, 1.5951, 1.3573], [2.7723, 2.7228, 1.8187], [4.1582, 2.7744, 1.8236], [4.8668, 1.7026, 1.3110], [4.2371, 0.5557, 0.8311], [5.0744, -0.4975, 0.1623], [2.8362, 0.4701, 0.9158], [2.0872, -0.6224, 0.4367], [2.4641, -1.8980, 0.6919], [3.3447, -2.3248, 1.4308], [1.6428, -2.8975, -0.1162], [1.8611, -4.2582, -0.2325], [1.0232, -4.9712, -1.0892], [0.0173, -4.3370, -1.8142], [-0.1425, -2.9742, -1.6280], [0.6558, -2.3420, -0.7914], [-1.1213, -2.0473, -2.3440], [-1.8064, -2.5083, -3.2584], [-1.0477, -0.7981, -1.8692], [-1.8416, 0.2192, -2.4448], [-1.1781, 1.3301, -2.9828], [0.3260, 1.3774, -3.0261], [-1.9187, 2.3801, -3.5122], [-3.3044, 2.3411, -3.5106], [-3.9499, 1.2412, -2.9696], [-3.2408, 0.1721, -2.4290], [-3.9761, -0.9964, -1.8386], [0.1423, 2.4534, 1.6765], [0.2305, 0.7049, 1.8557], [0.2881, 1.4845, 0.2373], [2.1900, 3.5675, 2.1687], [4.6758, 3.6515, 2.1907], [5.9486, 1.7553, 1.2503], [6.0080, -0.0557, -0.1901], [4.5492, -0.9199, -0.6969], [5.2950, -1.3270, 0.8321], [2.6610, -4.7214, 0.3270], [1.1650, -6.0392, -1.2018], [-0.6282, -4.8596, -2.5053], [0.7284, 0.5814, -3.6563], [0.7881, 1.2457, -2.0425], [0.6666, 2.3365, -3.4175], [-1.3984, 3.2350, -3.9300], [-3.8759, 3.1645, -3.9209], [-5.0336, 1.2059, -2.9507], [-5.0074, -0.7201, -1.6158], [-3.5015, -1.3264, -0.9139], [-3.9708, -1.8389, -2.5327], [-3.0933, 2.7416, 5.4697], [-2.7505, 1.8195, 4.5621], [-1.6467, 1.0142, 4.7667], [-0.9175, 1.1617, 5.8799], [-1.3065, 0.0634, 3.8194], [-0.2234, -0.6763, 4.0768], [-2.0273, -0.1186, 2.6452], [-1.5780, -1.4464, 1.3507], [-3.1311, 0.7099, 2.4759], [-3.8932, 0.6220, 1.3823], [-3.4976, 1.6639, 3.4104], [-4.5688, 2.4416, 3.2068]], "atomic_forces_ev_per_a": [[0.07, -0.47, -0.16], [0.00, 0.20, 0.02], [-0.03, -0.04, 0.02], [0.02, 0.00, -0.02], [-0.01, -0.02, 0.00], [0.01, 0.00, -0.01], [0.02, -0.02, 0.00], [0.00, 0.03, -0.03], [-0.02, -0.11, -0.08], [0.04, 0.18, 0.16], [0.03, -0.12, -0.05], [-0.03, 0.06, 0.04], [0.00, 0.05, 0.02], [0.00, 0.02, -0.04], [0.00, -0.01, -0.01], [0.04, 0.00, 0.00], [0.02, 0.07, -0.07], [-0.13, 0.09, 0.12], [0.00, -0.20, 0.09], [0.04, 0.06, -0.03], [-0.01, 0.24, -0.12], [0.05, -0.13, 0.02], [0.04, 0.11, -0.03], [0.03, -0.02, -0.01], [-0.01, 0.00, 0.03], [0.02, -0.04, 0.02], [0.01, 0.01, 0.01], [-0.11, -0.03, -0.02], [-0.02, 0.03, 0.01], [0.10, 0.04, 0.01], [-0.05, -0.05, -0.01], [-0.13, 0.09, 0.04], [0.00, 0.00, 0.01], [0.00, 0.00, 0.00], [0.00, 0.00, 0.01], [0.00, -0.01, 0.00], [0.00, 0.00, -0.01], [-0.01, 0.00, 0.01], [-0.01, -0.02, -0.01], [0.00, 0.00, 0.00], [0.01, -0.02, 0.00], [-0.01, -0.01, 0.01], [-0.03, 0.02, 0.01], [0.00, -0.01, -0.02], [0.00, 0.00, 0.00], [0.00, 0.00, 0.00], [0.00, 0.00, 0.00], [-0.01, 0.00, 0.00], [0.02, 0.00, 0.01], [0.01, 0.02, 0.02], [0.00, 0.00, 0.01], [0.00, 0.02, 0.01], [-0.02, -0.01, -0.03], [0.00, 0.00, 0.02], [0.06, 0.00, 0.08], [0.00, -0.01, -0.04], [-0.04, -0.02, -0.07], [0.09, -0.01, 0.08], [-0.05, 0.08, 0.00], [0.03, -0.03, -0.01], [0.03, -0.03, -0.04], [-0.01, 0.02, 0.01]]}

No. 3
{"formula": "C2H7N3P", "method": "ωB97M-V with the def2-TZVPD basis set", "orbital_gap_ev": [5.80, 5.81], "total_charge": 1, "e_lumo_ev": [-8.1, -8.1], "e_homo_ev": [-13.89, -13.89], "symbols": ["C", "C", "N", "N", "N", "P", "H", "H", "H", "H", "H", "H", "H"], "coordinates": [[-0.0070, -0.9211, -0.3645], [-1.6629, -0.8229, -0.0447], [-0.3043, 1.2950, 0.2113], [0.4073, 0.3583, 0.0185], [2.8534, 1.2671, -0.2016], [-1.9312, 1.0136, -0.0339], [0.4439, -1.7403, 0.2314], [0.2706, -1.1255, -1.3401], [-2.2782, -1.3467, -0.7146], [-1.6581, -1.0960, 1.0570], [3.1804, 1.2028, 0.7829], [3.3775, 0.7792, -0.8798], [-2.6914, 1.1366, 1.2780]], "atomic_forces_ev_per_a": [[-3.45, -1.92, 1.95], [3.36, 0.72, 2.12], [2.56, 0.41, 1.34], [3.21, 2.33, 0.29], [-2.99, 1.81, 1.55], [-4.01, -0.67, -0.19], [-0.10, 0.84, -0.01], [0.29, -0.08, -2.26], [-0.73, -0.95, -0.51], [-0.67, -0.39, -1.56], [-0.03, -0.70, -0.74], [1.01, -1.60, -0.67], [1.55, 0.19, -1.29]]}

No. 4
{"formula": "C15H17BMnN4O7", "method": "ωB97M-V with the def2-TZVPD basis set", "spin_multiplicity": 5, "orbital_gap_ev": [8.12, 8.70], "total_charge": -1, "s_squared": 6.0408, "e_lumo_ev": [2.3, 2.9], "e_homo_ev": [-5.82, -5.82], "symbols": ["Mn", "O", "C", "O", "C", "C", "C", "C", "C", "O", "C", "C", "O", "O", "H", "H", "H", "H", "H", "H", "H", "H", "B", "N", "C", "C", "C", "N", "N", "C", "C", "C", "N", "H", "H", "H", "H", "H", "H", "H", "H", "O", "C", "O", "H"], "coordinates": [[0.6426, -0.0480, 0.5490], [3.3409, 0.0230, -2.3952], [2.3014, 0.2759, -1.8219], [2.1140, -0.0603, -0.5668], [1.1625, 0.9910, -2.5407], [0.6722, 2.2440, -1.7848], [-0.0439, 3.1812, -2.7592], [-1.3601, 2.4120, -3.0046], [-1.1686, 1.1986, -2.0920], [-0.4200, 1.7424, -0.9942], [-0.1773, 0.2062, -2.7047], [-0.2459, -1.1498, -1.9970], [-0.1852, -2.1713, -2.6563], [-0.4359, -1.1105, -0.7186], [1.5638, 1.2611, -3.5201], [1.3956, 2.7019, -1.1160], [0.5349, 3.3517, -3.6674], [-0.2323, 4.1443, -2.2851], [-1.5005, 2.1173, -4.0461], [-2.2262, 2.9985, -2.6968], [-2.0767, 0.7426, -1.7004], [-0.3781, 0.0270, -3.7631], [-0.7626, -2.2247, 3.0437], [-1.3557, -0.7996, 2.6843], [-2.3790, -0.2622, 3.3493], [-2.6474, 0.9995, 2.8428], [-1.7002, 1.1657, 1.8396], [-0.9359, 0.0728, 1.7576], [0.1558, -2.7612, 1.9276], [0.3379, -4.0564, 1.6466], [1.4274, -4.1832, 0.8075], [1.8539, -2.8713, 0.6120], [1.0903, -2.0295, 1.3009], [-1.6950, -2.9900, 3.1392], [-0.1716, -2.1069, 4.0932], [-2.8517, -0.8248, 4.1337], [-3.4097, 1.6884, 3.1561], [-1.5012, 1.9921, 1.1797], [-0.3134, -4.7934, 2.0799], [1.8263, -5.0813, 0.3767], [2.6321, -2.4799, -0.0185], [1.9313, 0.4476, 2.4430], [1.7994, 1.6268, 2.1062], [1.1192, 1.9558, 1.0897], [2.2724, 2.4370, 2.6918]], "atomic_forces_ev_per_a": [[-0.11, 0.11, 0.03], [-0.03, 0.23, -0.12], [-0.05, -0.49, 0.17], [0.13, 0.12, -0.17], [0.15, 0.21, -0.11], [0.17, 0.12, 0.18], [0.11, 0.10, -0.04], [-0.10, -0.02, -0.10], [-0.30, -0.16, 0.23], [-0.01, -0.04, -0.24], [0.01, -0.05, -0.24], [-0.02, -0.10, -0.06], [-0.01, -0.05, -0.15], [-0.04, 0.22, 0.08], [-0.04, -0.03, 0.12], [0.00, -0.01, -0.08], [0.00, 0.00, 0.02], [0.02, 0.00, 0.00], [0.00, 0.01, 0.04], [0.00, -0.03, 0.00], [0.03, 0.01, -0.08], [0.02, -0.02, 0.12], [0.00, 0.08, 0.01], [-0.13, -0.18, -0.02], [0.00, -0.08, -0.10], [0.12, 0.00, -0.06], [-0.05, 0.04, -0.02], [-0.04, 0.11, 0.21], [-0.04, 0.07, 0.09], [-0.01, -0.09, 0.04], [-0.05, 0.04, 0.04], [0.00, 0.04, -0.01], [0.10, -0.13, -0.03], [-0.04, 0.02, 0.05], [0.09, 0.00, -0.02], [-0.05, -0.04, 0.06], [-0.03, 0.04, 0.01], [-0.02, 0.04, -0.01], [-0.05, -0.07, 0.02], [0.04, -0.08, -0.04], [0.07, 0.01, -0.05], [0.18, -0.05, 0.21], [0.09, 0.10, 0.13], [-0.08, 0.09, -0.04], [-0.05, -0.07, -0.06]]}

Relative energy (zero: lowest compared OMol25 entry of this formula, charge and spin) for the records above, in order: 127.5, 0.0, 829.4, 0.0 kJ/mol
F_max for the records above, in order: 0.38, 0.50, 4.41, 0.53 eV Å⁻¹